No. 1
Here is the molecule C4H10N2O2 at a distorted geometry from the OMol25 dataset. Energies are from wB97M-V/def2-TZVPD.

Properties
DFT total energy, eV: -11382.0168
Kohn-Sham gap, eV: 7.5
Energy relative to the best compared isomer or geometry (same formula, charge and spin), kJ/mol: 471.4
Lowest unoccupied orbital energy, eV: 0.35

The geometry in XYZ format:
```
18
C4H10N2O2, DFT wB97M-V/def2-TZVPD
C 0.52147 0.33007 0.12680
C 1.66365 -0.55841 0.61330
C 0.12909 0.13973 -1.34038
N -0.87100 1.12561 -1.66062
N -0.69902 0.09374 0.95024
C -2.12856 1.00485 0.49904
O 1.22567 -1.91190 0.57830
O -3.11983 0.42907 0.78075
H 1.75236 -2.46979 1.15902
H -1.44493 0.80301 -2.43476
H 0.79450 1.37903 0.26863
H -0.53269 0.30017 1.93362
H -0.97485 -0.88710 0.88335
H 2.51752 -0.41941 -0.05671
H 1.96920 -0.26405 1.62732
H -1.67166 1.55652 -0.52029
H -0.18726 -0.90934 -1.47692
H 1.05634 0.25820 -1.93069
```

No. 2
Here is a cluster of 2 separate species, C4H10N2O2 in total at a distorted geometry from the OMol25 dataset. Energies are from wB97M-V/def2-TZVPD.

Properties
DFT total energy, eV: -11377.3787
2S+1: 2
⟨S²⟩: 0.78
Kohn-Sham gap (spin up / spin down), eV: 10.8 / 5.4
Energy relative to the best compared isomer or geometry (same formula, charge and spin), kJ/mol: 70.7
Lowest unoccupied orbital energy (spin up / spin down), eV: -3.46 / -8.86
Total charge: +1

The geometry in XYZ format:
```
18
C4H10N2O2, DFT wB97M-V/def2-TZVPD
C 2.97288 -0.98580 -0.77259
C 1.85051 -1.89419 -1.12317
O 1.92180 -3.00800 -1.61205
N 0.55852 -1.39990 -0.94259
H -0.11979 -1.95201 -1.47041
H 0.33811 -0.54138 -0.40207
H 2.77389 -0.10667 -0.16828
H 3.34044 -0.63494 -1.73849
H 3.79707 -1.54787 -0.33525
C -2.20291 1.86281 0.04149
C -1.40697 1.06780 1.03518
O -0.33338 0.55880 0.69964
N -1.98151 0.84970 2.22057
H -3.15214 2.27983 0.36587
H -2.29646 1.32229 -0.88153
H -1.50167 0.35247 2.95383
H -2.95999 1.03847 2.34595
H -1.59842 2.73857 -0.21608
```

No. 3
Here is the ion C4H10N2O2 with charge +1 at a distorted geometry from the OMol25 dataset. Energies are from wB97M-V/def2-TZVPD.

Properties
DFT total energy, eV: -11373.8636
2S+1: 2
⟨S²⟩: 0.75
Kohn-Sham gap (spin up / spin down), eV: 9.7 / 4.6
Energy relative to the best compared isomer or geometry (same formula, charge and spin), kJ/mol: 409.9
Lowest unoccupied orbital energy (spin up / spin down), eV: -3.96 / -9.05
Total charge: +1

The geometry in XYZ format:
```
18
C4H10N2O2, DFT wB97M-V/def2-TZVPD
C -0.53836 0.43668 -0.95691
N -0.31964 -0.96356 -0.66481
C 0.92647 -1.58437 -0.73108
O 2.20844 -1.06954 -1.08985
O 0.99265 -2.74226 -0.25144
C -1.39131 1.29458 -0.00965
N -0.69890 2.16181 0.97122
C -0.98669 1.87208 2.29715
H -1.17048 0.48989 -1.88844
H 0.40281 0.93347 -1.02230
H -1.15974 -1.38536 -0.35288
H 2.36247 -0.21788 -0.63839
H -2.09790 0.46562 0.45792
H -1.88208 2.04669 -0.50194
H 0.36014 2.00261 0.65630
H -1.78863 2.54030 2.68902
H -0.36749 2.29377 3.09344
H -1.19872 0.82364 2.49574
```

No. 4
Here is the ion C4H10N2O2P with charge +1 at a distorted geometry from the OMol25 dataset. Energies are from wB97M-V/def2-TZVPD.

Properties
DFT total energy, eV: -20668.2963
Structure (SMILES): C[C@@H]1NC(=O)[NH+]=[P@]1(C)O
Kohn-Sham gap, eV: 10.9
Energy relative to the best compared isomer or geometry (same formula, charge and spin), kJ/mol: 18.0
Lowest unoccupied orbital energy, eV: -3.58
Total charge: +1

The geometry in XYZ format:
```
19
C4H10N2O2P, DFT wB97M-V/def2-TZVPD
C -1.13837 1.91419 -0.99235
C -0.50263 0.29247 0.69955
C -1.59386 -0.78868 0.86216
C 2.30220 0.49781 -0.59427
N -1.14536 1.54493 0.32018
N -0.32587 0.90831 -1.72647
O -1.69690 2.70082 -1.65386
O 0.33132 -1.59515 -1.07065
P 0.54426 -0.12913 -0.69100
H 0.10434 0.58916 1.66752
H -2.17183 -0.84348 -0.10557
H -2.25052 -0.45962 1.74687
H -1.22086 -1.83306 1.14712
H 2.79841 0.06114 -1.45090
H 2.59508 0.24609 0.51993
H 2.33046 1.55223 -0.81667
H -1.07326 2.26982 1.01298
H -0.58409 0.80624 -2.69233
H 0.97774 -2.28674 -0.93451
```

No. 5
Here is the ion C4H10N2OP with charge -1 at a distorted geometry from the OMol25 dataset. Energies are from wB97M-V/def2-TZVPD.

Properties
DFT total energy, eV: -18625.7892
Structure (SMILES): CP([O-])N1CCCN1
Kohn-Sham gap, eV: 6.9
Energy relative to the best compared isomer or geometry (same formula, charge and spin), kJ/mol: 94.7
Lowest unoccupied orbital energy, eV: 4.28
Total charge: -1

The geometry in XYZ format:
```
18
C4H10N2OP, DFT wB97M-V/def2-TZVPD
C 0.54761 -0.13674 1.99435
C -0.77182 0.48315 1.78344
C 0.91152 -0.70104 0.60066
C -0.31209 -0.00400 -2.86571
N -1.32077 -0.39869 0.70087
N -0.23692 -0.61392 -0.12345
O 1.32118 1.35803 -1.38041
P -0.13599 0.90586 -1.20906
H 1.36450 0.54494 2.31407
H 0.57319 -1.10586 2.68720
H -1.40815 0.47395 2.65841
H -0.73321 1.41205 1.42343
H 1.66039 -0.08981 0.04837
H 1.19261 -1.76881 0.73921
H 0.44876 -0.75310 -2.69129
H 0.08023 0.73673 -3.45484
H -1.26574 -0.48357 -3.18654
H -1.91529 0.14085 -0.03871
```

No. 6
Here is the molecule C4H10N2OS at a distorted geometry from the OMol25 dataset. Energies are from wB97M-V/def2-TZVPD.

Properties
DFT total energy, eV: -20168.6554
Structure (SMILES): C/N=C(\CCO)NS
Kohn-Sham gap, eV: 9.6
Energy relative to the best compared isomer or geometry (same formula, charge and spin), kJ/mol: 508.2
Lowest unoccupied orbital energy, eV: 0.21

The geometry in XYZ format:
```
18
C4H10N2OS, DFT wB97M-V/def2-TZVPD
C 0.24986 -0.63050 2.43656
C 0.23027 0.19686 0.31758
C 0.20922 -1.27940 -0.17077
C -1.37114 -1.40449 -0.18347
H 1.19863 -1.26563 2.16661
H 0.42270 -0.49421 3.59146
H -0.68312 -1.24153 2.60309
H 0.85747 -1.86682 0.69227
H 0.67790 -1.45071 -1.15623
H -1.43670 -0.84437 -1.09030
H -1.78570 -2.49278 -0.28681
H -1.44874 0.09399 1.19625
H 0.09595 2.22649 -0.15547
H 2.50168 1.33330 -1.37806
N 0.14773 0.43557 1.49176
N 0.08359 1.22307 -0.61101
O -2.13745 -0.82860 0.90226
S 1.19819 1.23286 -2.12284
```